{"formula": "C29H43CaCl7N3O4Si", "method": "ωB97M-V with the def2-TZVPD basis set", "largest_force_ev_per_a": 3.5, "e_lumo_ev": 2.304, "gap_ev": 6.30, "energy_ha": -5784.79677, "charge": -1, "elements": ["C", "C", "H", "H", "H", "C", "C", "H", "H", "H", "H", "Ca", "Cl", "C", "O", "N", "C", "C", "H", "H", "H", "H", "H", "H", "H", "H", "H", "C", "C", "N", "H", "C", "O", "H", "H", "H", "H", "H", "H", "C", "C", "N", "H", "C", "O", "H", "H", "H", "H", "O", "C", "C", "C", "H", "C", "H", "C", "H", "C", "C", "H", "H", "H", "Si", "Cl", "C", "C", "C", "H", "H", "H", "H", "H", "H", "H", "H", "H", "Cl", "C", "C", "C", "Cl", "C", "Cl", "C", "Cl", "C", "Cl"], "coordinates": [[0.410418, 4.620927, 0.438766], [1.518343, 4.601248, -0.565857], [0.804786, 4.693764, 1.477187], [-0.209479, 3.710278, 0.339303], [-0.230169, 5.512335, 0.270081], [2.340542, 5.660497, -0.663919], [2.142878, 6.916975, 0.118956], [3.216088, 5.639652, -1.311782], [2.055240, 6.714119, 1.195876], [1.232241, 7.468450, -0.171892], [3.001052, 7.588039, -0.015318], [-1.205219, -0.387477, 0.916818], [-1.352958, 1.739331, -0.672641], [-1.149589, -1.973079, -2.055821], [-0.934034, -1.659203, -0.865736], [-0.420503, -2.922921, -2.641381], [0.525694, -3.645859, -1.808729], [-0.363430, -3.034865, -4.088657], [-1.935358, -1.515890, -2.677916], [0.011995, -4.009216, -0.917470], [1.353361, -2.994740, -1.501877], [0.891658, -4.484522, -2.394187], [-1.372516, -2.872756, -4.500977], [-0.008767, -4.040388, -4.349713], [0.317652, -2.282961, -4.532825], [-2.568525, -5.691063, 1.484245], [-4.634594, -5.019624, 3.145539], [-1.988194, -5.315066, 2.335581], [-3.864738, -4.561207, 3.782338], [-2.677014, -4.227723, 3.017343], [-1.017591, -4.977839, 1.974076], [-2.405100, -2.940215, 2.741215], [-1.644247, -2.568864, 1.826734], [-4.256657, -3.632665, 4.202759], [-2.912352, -2.205154, 3.408099], [-1.854191, -6.144859, 3.035586], [-3.615941, -5.261662, 4.586506], [-1.362283, 0.974847, 5.746819], [0.045061, 1.716867, 3.088807], [-0.291488, 0.774172, 5.932862], [0.843263, 1.480884, 3.812313], [0.413910, 0.423290, 4.707864], [-0.217494, -0.079118, 6.623781], [0.284944, -0.830328, 4.207168], [0.433957, -1.108086, 3.009449], [1.722725, 1.141888, 3.261088], [0.016368, -1.595478, 4.966746], [0.183027, 1.662030, 6.372177], [1.036898, 2.373625, 4.407811], [1.911242, 2.289214, -0.514471], [1.614436, 3.360532, -1.414038], [3.947629, 3.579001, -2.356574], [2.584468, 3.403427, -2.589879], [4.283309, 3.879444, -1.359347], [4.878373, 3.327402, -3.379661], [0.587277, 3.149808, -1.741400], [2.130105, 3.177910, -3.893874], [5.941170, 3.371874, -3.141724], [4.428635, 3.042859, -4.666525], [3.053150, 2.966837, -4.919642], [1.056890, 3.143776, -4.070119], [5.149001, 2.904036, -5.472329], [2.703843, 2.749553, -5.930670], [2.597747, 0.759256, -0.715062], [-2.095628, 1.043564, 3.053197], [4.460534, 0.869138, -0.436173], [2.210888, 0.045500, -2.418572], [1.819244, -0.277168, 0.604261], [5.036388, 1.211941, -1.306530], [4.852264, -0.125209, -0.167982], [4.705326, 1.551973, 0.392113], [2.558827, -0.690495, 1.291651], [1.264824, -1.110684, 0.142544], [1.159607, 0.363572, 1.208977], [2.892741, 0.426843, -3.192794], [1.180523, 0.281146, -2.716032], [2.322753, -1.050638, -2.387936], [-4.216209, -0.000291, 0.376318], [-4.723418, -1.532848, -0.239127], [-3.873459, -2.574644, -0.373216], [-4.193062, -3.814479, -0.827459], [-2.999345, -5.039860, -1.022464], [-5.549294, -4.061271, -1.157110], [-6.054032, -5.611342, -1.653073], [-6.502176, -3.006476, -1.063468], [-8.144846, -3.277641, -1.467481], [-6.089971, -1.728540, -0.625093], [-7.199421, -0.427409, -0.546427]], "forces_ev_per_a": [[-0.63, -0.12, 0.28], [0.84, 1.03, -0.03], [-0.23, -0.09, -0.58], [0.23, 0.52, 0.23], [0.22, -0.46, 0.16], [-0.20, -0.62, -0.29], [0.17, 0.42, 0.42], [-0.45, 0.07, -0.10], [-0.03, 0.05, -0.17], [0.25, -0.22, 0.03], [-0.24, -0.06, 0.03], [-0.70, 0.28, 0.80], [0.14, -0.24, -0.20], [0.35, 0.35, 1.66], [-0.10, -0.57, -2.17], [-0.03, 0.04, -0.15], [0.03, 0.16, -0.10], [-0.16, 0.11, -0.17], [0.21, 0.06, 0.27], [0.04, 0.07, -0.04], [-0.04, -0.20, -0.03], [0.16, -0.07, 0.08], [0.39, -0.14, 0.07], [-0.23, 0.30, -0.03], [-0.20, -0.37, 0.20], [0.10, 0.18, 0.14], [0.17, 0.14, 0.07], [-0.26, -0.10, -0.13], [0.17, 0.06, 0.01], [0.01, -0.10, 0.01], [-0.13, 0.10, 0.04], [0.85, 0.81, -1.38], [-0.90, -0.65, 1.66], [-0.10, -0.21, 0.06], [0.11, -0.31, -0.43], [0.05, 0.13, 0.07], [-0.06, 0.09, -0.03], [0.47, 0.05, -0.09], [0.40, 0.01, 0.31], [-0.03, -0.23, 0.07], [-0.23, 0.12, -0.42], [-0.03, -0.82, 0.07], [0.01, 0.33, -0.03], [-0.24, 0.76, -0.89], [0.21, 0.03, 1.27], [0.09, 0.18, 0.21], [0.04, 0.23, -0.24], [-0.14, -0.33, 0.00], [0.23, -0.08, -0.08], [0.93, -0.78, -0.04], [-0.13, -0.21, 0.20], [0.46, -0.53, -0.35], [-0.29, 0.20, 0.23], [-0.05, -0.47, -0.33], [-0.46, 0.46, 0.42], [0.17, 0.10, -0.41], [0.47, -0.22, 0.19], [-0.20, 0.09, -0.21], [-0.17, -0.11, 0.10], [0.04, 0.31, -0.07], [0.19, -0.19, -0.04], [-0.21, -0.11, 0.16], [0.08, 0.11, 0.26], [-0.39, 1.41, -0.59], [-0.74, -0.33, -0.10], [0.32, -0.17, 0.04], [0.26, -0.08, -0.05], [-0.12, -0.01, 0.03], [-0.29, -0.07, 0.11], [-0.08, 0.19, -0.02], [-0.19, -0.19, -0.13], [-0.13, -0.10, 0.03], [0.11, 0.21, 0.28], [0.28, -0.20, -0.22], [-0.17, -0.05, 0.18], [0.13, -0.04, 0.15], [-0.05, 0.23, -0.03], [0.12, 0.53, 0.28], [-2.47, -1.75, -1.12], [2.11, 0.13, 0.40], [-2.97, 1.78, 0.01], [0.75, -0.95, -0.34], [0.59, 1.07, 0.40], [-0.45, -0.94, -0.34], [1.52, 0.14, 0.36], [-0.36, -0.13, -0.13], [1.41, -0.43, 0.28], [-0.58, 0.37, -0.03]], "mulliken_charge": [-1.148, 0.440, 0.232, -0.101, 0.394, 0.110, -1.460, 0.346, 0.309, 0.299, 0.361, 0.584, -0.624, -0.551, 0.073, 0.468, -0.848, -0.900, 0.451, 0.095, 0.092, 0.497, 0.328, 0.313, 0.275, 0.187, 0.293, -0.825, -0.923, 0.217, 0.198, -0.056, -0.550, 0.322, 0.300, 0.386, 0.310, 0.302, 0.108, -0.897, -0.628, 0.251, 0.320, -0.145, -0.336, 0.203, 0.303, 0.289, 0.387, -0.061, 0.194, -0.277, -0.009, 0.430, -0.841, 0.440, -0.173, 0.386, -0.467, -0.631, 0.426, 0.374, 0.381, 0.410, -0.584, -1.281, -0.966, 0.315, 0.295, 0.429, 0.302, 0.443, 0.103, -0.839, 0.358, 0.230, 0.342, -0.122, 0.203, -0.251, -0.183, -0.235, 0.407, -0.245, -0.038, -0.231, 0.140, -0.225]}